Molecular formula: H4O2
Method: DFT, wB97M-V/def2-TZVPD

Structure (XYZ):
```
6
H4O2 (wB97M-V/def2-TZVPD)
O -1.2295 -0.0204 -0.2144
H -1.7062 0.4801 0.4064
H -1.6011 -0.8996 -0.1672
O 1.7877 -0.1590 -0.1374
H 1.7703 0.7849 -0.3911
H 0.9787 -0.1861 0.5038
```

Molecular formula: H4O2
Method: DFT, wB97M-V/def2-TZVPD

Structure (XYZ):
```
6
H4O2 (wB97M-V/def2-TZVPD)
O 1.9729 -0.1256 0.4947
H 2.2223 -0.7850 -0.1260
H 1.2565 0.2688 0.0154
O -1.6222 0.3015 -0.4413
H -1.7223 -0.5771 -0.0819
H -2.1072 0.9174 0.1392
```

Which HOMO-LUMO gap belongs to each record? In order, 11.61 12.27 eV.
Which E_HOMO belongs to each record? In order, -10.91 -11.45 eV.
Which relative energy (zero: lowest compared OMol25 entry of this formula, charge and spin) belongs to each record? In order, 0.2871 0.1724 eV.